130
Properties=species:S:1:pos:R:3:mulliken_charge:R:1 method="wB97M-V/def2-TZVPD" charge=+1 e_homo_ev=-10.16 lumo_ev=-9.340
Tl -1.5298 23.1062 -3.8272 1.0010
As -4.1958 22.0821 2.1185 2.0052
S -7.3605 25.8717 -4.9811 1.1092
F -9.8107 26.3068 -3.6864 -0.1953
F -3.8652 21.0030 0.7633 -0.4912
F -8.9492 27.9895 -4.7432 -0.2049
F -4.4900 23.2129 3.5135 -0.5092
F -2.6418 22.9453 1.7728 -0.5214
F -4.9342 23.2110 0.9208 -0.5067
F -8.1508 27.3628 -2.8094 -0.1821
F -3.4158 20.9148 3.2067 -0.4836
F -5.7518 21.1987 2.3278 -0.4948
O -6.1024 26.6314 -4.9113 -0.4804
O -13.1203 16.6070 6.6240 -0.6359
O -2.2100 28.3753 -0.0712 -0.6392
O -6.9352 12.2837 8.6207 -0.6719
O -7.9464 25.8124 -6.3121 -0.4685
O 2.4609 19.0100 -0.8130 -0.6336
O -7.1477 24.5271 -4.3826 -0.4587
N -1.8946 10.9665 1.7281 0.1656
N -14.1444 17.8647 8.1863 -0.2010
N -1.8822 29.0418 1.9910 -0.1613
N 3.7121 26.8945 6.7169 0.0620
N 4.0704 17.5469 -1.0239 -0.1595
N -5.6094 25.3694 12.0328 0.2276
N -8.1906 13.7228 7.5234 -0.1996
C -8.0448 12.6093 8.1732 0.7538
C -4.2263 24.8873 14.1789 -1.2884
C -0.2350 9.9775 0.1767 -1.2907
C -13.2386 18.9690 6.2566 -1.0368
C -9.2987 11.7336 8.2075 -1.0880
C -5.6554 26.7986 12.3854 -0.2926
C 5.0477 27.8995 8.6415 -1.3585
C -7.0219 27.4475 12.3000 -1.3723
C 3.4241 18.3096 1.2087 -1.3054
C 5.9934 26.4350 5.5832 -0.9936
C 5.1356 16.6828 -0.5314 -0.8063
C -2.4243 29.2487 0.7714 0.7483
C -4.3449 24.8626 12.5795 -0.5087
C -0.8509 9.9266 1.5992 -0.2470
C 3.2776 18.3069 -0.2899 0.7768
C -1.2784 12.3241 1.7798 -0.3709
C -6.4544 23.5270 10.6102 -1.2095
C 2.9524 25.7260 6.2784 -0.3898
C -5.9601 24.9582 10.6259 -0.2930
C -13.4710 17.6924 7.0475 0.7307
C -3.6919 9.4590 2.7324 -1.1875
C 4.7667 27.3932 5.7981 -0.6785
C 4.3172 26.6670 8.0466 -0.3573
C -14.5594 16.7706 9.0526 -0.8632
C -1.9962 29.9358 3.1407 -0.8211
C -3.2408 30.4836 0.4578 -1.1115
C 1.6629 25.5474 7.0705 -1.3038
C -8.6680 26.9464 -3.9367 0.6623
C -7.1758 14.7901 7.2489 -0.8487
C -2.2448 13.4930 1.4867 -1.2590
C -2.7849 10.7443 2.9088 -0.4116
H 0.3934 9.0983 0.0345 0.4118
H -6.9583 28.4307 12.7661 0.4190
H -1.0417 29.9590 3.6665 0.2956
H -1.6767 14.4226 1.5193 0.3873
H -3.5435 25.4394 12.1177 0.3412
H -12.3134 18.9378 5.6811 0.2978
H -14.0819 15.8073 8.8730 0.3086
H -5.6162 22.9059 10.9258 0.3032
H -5.2939 26.8446 13.4126 0.3254
H -3.7998 30.4582 -0.4776 0.2768
H -0.0078 10.0794 2.2730 0.2419
H -6.2167 14.2918 7.1075 0.2935
H -2.7200 13.4493 0.5067 0.3174
H 2.7150 25.6862 5.2153 0.4446
H 5.3392 27.6642 9.6651 0.4248
H 2.6714 18.8756 1.7575 0.3164
H -4.1500 23.8421 12.2499 0.4236
H -2.5363 31.3153 0.4568 0.3106
H 1.0713 24.6534 6.8732 0.4174
H 3.3132 17.3409 1.6962 0.3654
H -14.3902 17.0450 10.0939 0.3047
H 4.9208 25.7597 8.0197 0.3956
H -3.1105 13.4976 2.1490 0.3182
H -4.3098 9.2561 3.6070 0.3777
H 6.6488 26.8670 4.8270 0.3919
H -0.9783 10.0465 -0.6176 0.3306
H 5.9630 28.1461 8.1033 0.3021
H -14.1306 19.1381 5.6534 0.2647
H -5.1343 24.5138 14.6524 0.3230
H 4.2628 27.5575 4.8456 0.4321
H -3.4049 11.6294 3.0518 0.3085
H 5.3510 16.8575 0.5227 0.2788
H -4.0223 30.6291 1.2037 0.3505
H -5.0686 25.0466 10.0050 0.2679
H -7.2814 23.3179 11.2887 0.3144
H -14.4728 18.7617 8.5145 0.2081
H -9.0711 13.9873 7.1051 0.2503
H 4.4358 28.8001 8.6929 0.3285
H -6.7648 25.5539 10.1951 0.3100
H 0.9789 26.3958 7.0536 0.3119
H -3.8661 25.7759 14.6973 0.4047
H -1.2691 8.9279 1.7248 0.3145
H -2.2633 10.7192 3.8656 0.3356
H 3.6122 24.8626 6.3626 0.3353
H 1.8832 25.3504 8.1196 0.3111
H 5.7036 25.4732 5.1599 0.3095
H -7.3436 27.6158 11.2722 0.3521
H -3.4609 24.1380 14.3808 0.3950
H -15.6341 16.5891 9.0628 0.2997
H -0.7660 12.4957 2.7265 0.3288
H -9.4666 11.3077 7.2183 0.2790
H 4.8733 15.6284 -0.6183 0.2853
H -7.7941 26.8931 12.8334 0.3261
H -1.4934 28.1157 2.0970 0.2327
H 0.4167 10.8434 0.0602 0.3265
H -7.1729 15.5926 7.9865 0.2540
H -4.2875 9.6782 1.8462 0.3181
H -13.2043 19.8491 6.8987 0.3224
H -9.1987 10.8924 8.8934 0.3066
H 5.2041 28.3403 6.1139 0.3419
H -2.8022 29.5585 3.7701 0.3067
H 6.5022 26.2029 6.5188 0.2690
H 4.3079 18.7122 1.7037 0.3590
H 3.5514 26.4245 8.7834 0.3482
H -4.9796 27.4067 11.7841 0.2805
H -6.7519 23.2061 9.6119 0.3982
H 6.1033 16.7929 -1.0210 0.3045
H -3.1811 8.5314 2.4743 0.3203
H -2.2245 30.9782 2.9185 0.3053
H -10.1796 12.2844 8.5371 0.3253
H -7.4080 15.1758 6.2563 0.3467
H -0.4798 12.4896 1.0566 0.2972
H 3.9128 17.6396 -2.0172 0.2186

***

64
Properties=species:S:1:pos:R:3:mulliken_charge:R:1 method="wB97M-V/def2-TZVPD" charge=-1 e_homo_ev="-5.12 / -5.32" lumo_ev="1.944 / 1.228" spin_multiplicity=3
Pd -1.1624 -2.2119 -1.4160 0.3046
Br 0.5546 -5.8947 1.7374 -0.1782
Se 0.8256 -1.1482 -2.0416 -0.6003
Cl -2.5988 -2.9458 -3.4432 1.8224
Si -0.2369 0.7426 -2.8394 0.8728
O -2.5749 -3.3542 0.1036 -0.7908
O 1.2021 2.1254 0.5286 -0.5675
O -2.4637 -4.0720 -2.5837 -0.6197
O -3.5055 -3.2623 -4.4907 -0.7922
O -0.4817 -4.0461 -0.0888 -0.7635
O -3.1202 -1.8054 -2.7313 -0.6433
O -1.3324 -2.6039 -4.0029 -0.5818
N 0.6147 1.4078 2.6185 -0.1317
N -1.6753 -0.6569 0.6406 0.4713
N 2.1250 3.1066 2.3668 -0.1556
C -2.4703 -0.5584 2.8796 -0.7527
C -1.6842 -4.2208 0.2079 1.4670
C 4.7039 5.9367 0.6483 0.9266
C -3.8484 -7.2089 0.9822 -0.6837
C -0.4387 0.5460 2.2892 0.0388
C -1.6493 -7.6748 1.8293 -0.4867
C -1.2745 0.3914 -4.4053 -0.9760
C 4.3616 5.9912 1.9925 -0.9319
C 3.5016 5.0577 2.5430 -0.5873
C 5.6680 6.9064 0.0343 -1.3633
C 3.2821 3.9975 0.3996 -0.4018
C -1.4292 1.6496 -1.6397 -0.9516
C -3.4207 -5.9665 0.5577 -0.4855
C -2.9581 -8.0677 1.6100 -0.3657
C 1.3073 2.1984 1.7266 0.5985
C 1.2114 1.9384 -3.2223 -0.9020
C -1.3806 0.2061 3.2561 -0.5384
C -2.1031 -5.5651 0.7474 0.2157
C -2.5945 -0.9463 1.5537 -0.6996
C 2.9617 4.0451 1.7542 0.5963
C -1.2299 -6.4280 1.3902 0.1572
C 4.1408 4.9354 -0.1344 -0.8068
C -0.6169 0.0516 0.9983 -0.1585
H 1.8265 2.0427 -2.3346 0.0154
H 6.5773 6.3851 -0.2655 0.2961
H 0.1064 0.2639 0.2247 0.3771
H -2.1677 -0.1390 -4.0913 0.1996
H 4.7699 6.7743 2.6169 0.2837
H -0.7432 -0.2608 -5.0909 0.2687
H -4.8718 -7.5150 0.8196 0.3728
H 0.8491 2.9200 -3.5106 0.3612
H 3.2501 5.1156 3.5954 0.2972
H 5.2416 7.3589 -0.8595 0.3347
H 2.0440 3.2089 3.3679 0.1705
H -1.2699 0.5433 4.2799 0.3107
H -1.9498 2.4377 -2.1778 0.5021
H 0.7551 1.5658 3.6054 0.2115
H 5.9328 7.6905 0.7387 0.3369
H 2.8520 3.2328 -0.2238 0.5242
H -3.2225 -0.8286 3.6053 0.4056
H -4.0866 -5.2779 0.0609 0.4130
H -0.9013 2.1040 -0.8091 0.2096
H -3.4379 -1.5259 1.2065 0.5010
H -0.9565 -8.3280 2.3387 0.3967
H 1.8422 1.5576 -4.0192 0.3280
H -1.5798 1.2916 -4.9313 0.4005
H -3.2891 -9.0466 1.9302 0.3557
H 4.3817 4.8855 -1.1863 0.3808
H -2.1625 0.9474 -1.2462 0.1916

***

9
Properties=species:S:1:pos:R:3:mulliken_charge:R:1 method="wB97M-V/def2-TZVPD" relative_energy_kj_mol=32.3 e_homo_ev=-8.97 lumo_ev=-1.144
Cs 4.5079 -16.0154 -6.3637 1.0047
S 7.8822 -17.2401 -8.5400 1.0621
F 8.7008 -14.7464 -8.9567 -0.2353
F 10.0679 -16.2616 -9.6290 -0.2178
F 8.2745 -15.8436 -10.7574 -0.2206
O 7.8212 -18.4174 -9.3888 -0.6344
O 8.7044 -17.3767 -7.3499 -0.6765
O 6.5622 -16.6670 -8.2835 -0.6888
C 8.7876 -15.9439 -9.5407 0.6065

***

12
Properties=species:S:1:pos:R:3:mulliken_charge:R:1 method="wB97M-V/def2-TZVPD" relative_energy_kj_mol=171.3 e_homo_ev=-10.14 lumo_ev=0.662
O 0.6615 0.9549 -1.9767 -0.4890
O 0.1708 -0.0018 1.0725 -0.4811
C 0.3667 -0.6875 2.4282 -0.4723
C -0.4700 0.1114 -2.3316 -0.4714
H -0.2635 -0.4189 -3.3177 0.2121
H 0.6493 1.4278 -1.1684 0.2808
H -0.1486 0.9745 1.2671 0.3008
H -0.3451 -0.0929 3.0832 0.2229
H -1.5006 0.6598 -2.5542 0.2097
H 0.0182 -1.7350 2.2226 0.1986
H 1.3478 -0.4890 2.9115 0.2367
H -0.4866 -0.7033 -1.6364 0.2520

***

12
Properties=species:S:1:pos:R:3:mulliken_charge:R:1 method="wB97M-V/def2-TZVPD" relative_energy_kj_mol=389.4 e_homo_ev="-8.87 / -8.07" lumo_ev="-0.992 / -0.474"
P 1.8019 -0.3870 1.2891 0.0658
N 2.5725 -1.7392 -0.4757 -0.4611
N 0.2645 -0.2156 0.6026 0.1732
C -1.5370 1.1085 0.2144 -0.4080
C -0.1268 -0.3876 -0.7641 -0.4481
C -1.2137 0.3923 -0.9473 -0.2687
C -0.6195 0.7639 1.1261 -0.2759
H -2.4918 1.7348 0.3175 0.2901
H 3.4831 -1.6318 -0.2215 0.2185
H -1.8453 0.4515 -1.7766 0.4135
H 0.2143 -1.0466 -1.5649 0.3790
H -0.5022 0.9568 2.2004 0.3218

***

17
Properties=species:S:1:pos:R:3:mulliken_charge:R:1 method="wB97M-V/def2-TZVPD" relative_energy_kj_mol=412.4 e_homo_ev=-8.38 lumo_ev=0.651
O 1.0658 0.4816 0.8681 -0.4796
C -1.8579 0.6250 -0.1100 -0.9854
C 0.6228 -0.7854 0.2703 0.5579
C -0.7951 -1.1507 0.1986 -0.8904
C -1.6752 -0.3379 1.0570 -0.1503
C 1.9775 0.7048 -0.2241 -0.3409
C 1.4315 -0.4947 -1.0109 -0.6378
H 0.7969 -0.2293 -1.8615 0.2083
H -2.6134 -0.8259 1.3399 0.3178
H -1.2121 0.1773 1.9007 0.2264
H 3.0252 0.5968 0.0927 0.2550
H 1.8386 1.6940 -0.6811 0.2483
H 2.1476 -1.2602 -1.3208 0.3099
H 1.0386 -1.6373 0.8482 0.3819
H -2.8410 1.0407 -0.1519 0.4133
H -1.1234 1.4084 -0.1922 0.2550
H -1.8265 -0.0074 -1.0232 0.3106

***

11
Properties=species:S:1:pos:R:3:mulliken_charge:R:1 method="wB97M-V/def2-TZVPD" relative_energy_kj_mol=261.6 e_homo_ev=-9.72 lumo_ev=0.419
Br 1.3593 -0.6769 1.3237 -0.1794
O -0.6973 -0.7984 -2.6370 -0.5824
O 0.2040 0.4516 -1.2198 -0.4837
O 1.4052 -0.9853 -2.2257 -0.3953
N 0.2807 -0.3951 -2.0341 1.0527
C -1.2867 0.2720 1.8195 -0.4213
C -0.0561 0.5795 1.4983 -0.1872
H -1.8565 1.1305 2.0099 0.2330
H 0.3251 1.6474 1.2807 0.2843
H -1.8500 -0.6608 1.9381 0.2687
H 2.1722 -0.5646 -1.7535 0.4105

***

14
Properties=species:S:1:pos:R:3:mulliken_charge:R:1 method="wB97M-V/def2-TZVPD" relative_energy_kj_mol=79.9 e_homo_ev=-9.07 lumo_ev=-0.676
S -2.6266 1.0961 -1.7874 -0.1478
S -0.5802 -1.7306 -0.7063 -0.3104
S 0.6323 0.9869 0.0203 -0.1632
N 0.6043 -0.7814 2.1090 -0.3999
N 2.4051 0.7680 1.8407 -0.6157
C -0.9139 0.5863 -2.1112 -0.8701
C 1.3383 0.1889 1.4760 0.6136
C -0.3053 -0.1309 -0.9182 0.4244
H 2.7453 0.4060 2.7434 0.2070
H -0.0102 -1.3716 1.4998 0.1378
H -3.1202 -0.1246 -1.6660 0.1371
H -0.3835 1.5166 -2.3467 0.3574
H 1.1017 -1.3258 2.8078 0.2514
H -0.8870 -0.0839 -2.9612 0.3784

***

86
Properties=species:S:1:pos:R:3:mulliken_charge:R:1 method="wB97M-V/def2-TZVPD" charge=+4 e_homo_ev="-19.85 / -20.05" lumo_ev="-14.525 / -13.971" spin_multiplicity=2
Re 0.4233 -0.5364 0.1207 0.3540
P 3.2664 0.8276 -1.1226 0.5192
F -4.0889 -5.7653 -5.8303 -0.2121
F -1.7503 -7.3076 -2.0143 -0.2456
F -3.4383 -3.2988 -5.2349 -0.2511
F -1.1080 -4.7987 -1.4309 -0.2210
O 1.8745 -0.0072 -0.8478 -0.3473
N -4.7331 -8.6712 -6.3140 -0.1663
N 0.5705 -2.1892 1.4471 -0.5190
N -2.5844 -10.0411 -2.9263 -0.2024
N -1.1718 -0.1001 1.5032 -0.6043
N -2.4611 -0.4921 -4.3122 -0.3782
N -0.5915 -1.5759 -1.0713 -0.4899
C 5.7224 -0.7434 -1.4757 -1.8328
C -2.9177 -9.1067 -3.5135 -0.2827
C 2.2826 3.4112 -0.2719 -1.9698
C -3.3156 -7.9882 -4.2865 1.4973
C -4.1009 -8.3256 -5.4128 -0.2900
C -2.2508 -3.9841 -3.3155 0.6686
C 4.6485 -0.2172 -0.4985 0.1067
C 2.6819 -0.6577 -4.2611 -0.0378
C 4.9438 -3.1234 -1.1756 -1.4162
C 5.3629 -2.0509 -2.1739 -0.0297
C 0.7840 0.8811 -3.7120 0.4169
C -2.2735 -1.4751 -3.7481 -0.6544
C 1.3743 -0.0550 -4.7583 -1.3895
C 0.8358 3.1063 0.1163 0.7338
C 3.2439 2.2486 0.0243 0.1364
C 3.6888 0.4404 -3.9320 -1.5589
C 3.7731 -2.6307 -0.3281 0.1126
C 4.1504 -1.3547 0.4233 -0.8940
C -0.6687 -2.3378 2.2963 -0.5645
C -3.0229 -4.2657 -4.4497 0.2070
C -2.1676 -6.3588 -2.8080 -0.1052
C 1.7808 1.9452 -3.2486 -1.3498
C -2.9581 -6.6702 -3.9615 0.0241
C -1.0814 -0.9557 2.7397 -0.5128
C 3.1100 1.8242 1.5014 -1.4964
C 0.7475 2.7312 1.5910 -1.5481
C 1.6734 1.5820 1.9478 1.2391
C -1.8925 -2.6140 -2.9584 0.2042
C -3.3701 -5.5648 -4.7685 0.3819
C -1.1704 -2.2194 -1.8960 1.6478
C 3.1829 1.4061 -2.8448 0.3394
C -1.8407 -5.0621 -2.5170 0.3883
H 2.9097 -2.4532 -0.9871 -0.2072
H 0.2099 3.9751 -0.0871 0.5545
H 5.1510 0.5260 0.1305 0.9210
H 1.6428 1.3415 3.0124 0.5348
H 2.4894 -1.2752 -3.3694 -0.0182
H 4.5545 -1.9029 -2.8937 -0.0854
H 0.4242 2.2934 -0.5105 -0.3621
H 3.4889 -3.4008 0.3953 0.5029
H 3.7530 0.9887 1.7698 0.4027
H 3.4666 2.6665 2.1023 0.5661
H 1.3296 2.5587 -2.4731 0.1633
H 4.6731 -4.0404 -1.6981 0.4540
H -2.0748 -0.2546 1.0481 0.4455
H 1.0727 3.5812 2.1992 0.4358
H -0.0970 1.3896 -4.1054 0.5960
H 2.3654 3.7527 -1.3007 0.4464
H 0.4356 0.2845 -2.8569 -0.7009
H -1.1837 0.8863 1.7720 0.1266
H -1.4353 -2.8064 1.6790 0.2705
H 1.3255 0.5648 1.5017 -0.9880
H 1.3781 -2.0869 2.0656 0.3963
H 0.6554 -0.8342 -5.0164 0.4478
H 3.3356 -1.0117 1.0740 -0.0811
H 2.6257 4.2523 0.3374 0.5977
H -0.4628 -2.9896 3.1444 0.5282
H 6.0238 0.0331 -2.1792 0.5875
H -2.0343 -0.9663 3.2672 0.4942
H 3.8766 2.2592 -2.7854 0.9800
H 1.5628 0.5018 -5.6800 0.3869
H 5.7809 -3.3743 -0.5186 0.4099
H 3.1124 -1.3221 -5.0107 0.5452
H -0.2843 2.5588 1.9090 0.4267
H 6.2276 -2.3862 -2.7467 0.4770
H 1.9749 2.6219 -4.0847 0.6056
H 0.7339 -3.0554 0.9310 0.3032
H 4.9816 -1.5811 1.0965 0.8010
H 4.6661 0.0366 -3.6904 0.4382
H 4.2687 2.6201 -0.1187 0.6922
H 6.6029 -0.9175 -0.8503 0.5805
H 3.8357 1.0580 -4.8225 0.6414
H -0.3347 -0.5091 3.3973 0.2753

***

16
Properties=species:S:1:pos:R:3:mulliken_charge:R:1 method="wB97M-V/def2-TZVPD" charge=+1 relative_energy_kj_mol=272.6 e_homo_ev=-13.41 lumo_ev=-3.427
O 3.4277 2.0795 -0.0715 -0.3165
O 2.4440 0.4169 1.0043 -0.4467
N -0.8584 0.3508 -1.0134 -0.2938
N -0.2914 -0.9525 0.7736 -0.3199
C 2.3377 1.3662 0.0706 -0.1252
C -2.5597 -1.2145 -0.2608 -0.9366
C -1.1510 -0.7072 -0.2407 0.7576
H -0.3176 -1.5408 1.7001 0.3118
H 3.3738 2.5196 -0.8595 0.4219
H -0.0181 0.9263 -1.1622 0.1734
H 0.5012 -0.2692 0.8741 0.2291
H -3.2265 -0.7319 -1.0257 0.3138
H -2.8428 -0.8732 0.7909 0.2795
H 3.2503 0.4754 1.7028 0.3564
H -1.4329 0.4518 -1.8260 0.2629
H -2.6364 -2.2973 -0.4567 0.3322